55
Properties=species:S:1:pos:R:3:forces:R:3:lowdin_charge:R:1 method="wB97M-V/def2-TZVPD" gap_ev=6.95 e_above_lowest_kcal_mol=0.0 e_tot_ev=-130895.4686 charge=-1 lumo_ev=1.672
Br 1.8728 5.2760 1.7254 -0.2 0.0 -0.2 0.726
S -2.3682 -6.6876 0.0601 0.1 0.3 -0.1 0.793
S 5.0772 7.3625 -0.0828 0.1 0.0 0.0 0.793
O -3.7000 -3.5569 1.1629 0.1 -0.3 -0.1 -0.064
O -3.4642 2.9565 0.7400 -0.4 0.3 0.5 0.132
O 3.6201 7.3343 0.1977 0.0 0.1 0.0 -0.618
O -0.1905 1.4730 -2.4440 0.3 -0.1 -0.4 0.133
O 0.6506 3.1065 2.8562 0.1 -0.6 0.5 0.069
O 1.1597 -0.9668 -1.8687 -0.2 0.1 0.4 0.046
O -0.3301 -2.6699 -2.5640 0.5 -0.2 0.8 0.168
O -1.0148 -7.0565 0.5630 0.0 -0.2 0.0 -0.568
O -4.8066 -1.8724 2.1607 -0.2 0.2 0.1 -0.037
C -3.5290 -6.9749 1.3910 -0.1 -0.1 0.1 -0.272
C -1.1327 3.0780 0.4640 0.7 0.3 0.0 -0.124
C 5.2747 7.0772 -1.8466 0.0 -0.1 -0.1 -0.274
C 0.4371 3.9842 2.1097 0.1 0.4 -0.1 -0.801
C -1.2228 -0.9103 -0.8997 -0.5 0.2 0.0 0.003
C -0.8702 4.2364 1.4022 0.2 -0.2 -0.2 -0.120
C -2.4387 2.3628 0.5211 0.2 -0.3 -0.2 -0.303
C -3.9527 -2.3572 1.4034 -0.1 -0.3 0.2 -0.696
C -2.3536 0.9066 0.2574 -0.1 -0.1 0.1 -0.075
C -2.9088 -8.0474 -0.9916 -0.1 -0.1 0.1 -0.284
C -0.5460 1.5043 -1.2929 -0.2 0.0 0.2 -0.323
C -2.0992 -1.7790 -0.2282 0.2 0.3 -0.1 0.045
C 5.7362 5.7738 0.4387 0.1 -0.1 0.0 -0.277
C -3.2029 0.0211 0.9179 0.4 -0.3 -0.6 0.077
C -1.3798 0.4626 -0.6463 -0.1 -0.5 0.3 -0.053
C 2.1878 -1.5673 0.2713 0.0 0.1 0.0 -0.052
C -0.2246 2.6658 -0.4171 -0.2 -0.2 0.1 0.085
C 2.1813 -1.7299 -1.2432 0.3 0.0 -0.2 -0.234
C -3.0680 -1.3437 0.6691 0.2 0.2 0.0 -0.087
B -0.1068 -1.5226 -1.8174 0.2 0.3 -0.5 -0.571
H 1.1907 -1.3884 0.6641 -0.2 -0.1 0.0 0.077
H -3.3939 -7.9856 1.7807 0.1 0.0 -0.1 0.052
H -0.6784 -3.3591 -1.9844 -0.5 0.0 -0.4 0.099
H -0.8149 5.1798 0.8744 -0.3 0.2 0.0 0.105
H 6.3337 6.9644 -2.0794 0.0 0.0 0.0 0.050
H 2.1025 -2.7783 -1.5336 -0.1 -0.1 0.0 0.114
H -3.3245 -6.2378 2.1639 0.0 0.1 -0.1 0.049
H -3.9498 0.3436 1.6242 -0.1 0.1 0.1 0.126
H 3.1340 -1.3725 -1.6267 0.1 0.0 -0.2 0.114
H 5.6618 5.7226 1.5229 0.0 0.0 0.0 0.049
H 5.1500 4.9704 -0.0074 0.0 0.0 0.0 0.057
H 0.7467 3.1245 -0.5387 0.0 0.2 -0.1 0.128
H 6.7817 5.6988 0.1389 0.0 0.0 0.0 0.051
H -1.6192 4.2466 2.1893 -0.2 0.2 0.0 0.133
H -3.9473 -7.8868 -1.2814 0.0 0.0 0.0 0.049
H 4.7211 6.1840 -2.1362 0.0 0.0 0.0 0.060
H 4.8753 7.9430 -2.3702 0.0 0.0 0.0 0.048
H -2.2784 -8.0532 -1.8785 0.0 0.0 0.0 0.042
H 2.5924 -2.4578 0.7441 0.1 -0.1 0.1 0.075
H -2.0245 -2.8504 -0.3700 -0.1 -0.1 0.1 0.109
H -2.8026 -8.9930 -0.4580 0.0 0.0 0.0 0.050
H -4.5431 -6.8328 1.0200 0.0 0.1 0.0 0.057
H 2.7997 -0.7214 0.5725 0.0 0.2 0.0 0.071